1.
{
  "formula": "C11H17Br6Cl9O6",
  "method": "ωB97M-V/def2-TZVPD",
  "symbols": ["C", "O", "C", "O", "O", "C", "H", "H", "H", "H", "H", "H", "C", "O", "C", "O", "O", "C", "H", "H", "H", "H", "H", "H", "C", "Br", "Br", "Br", "H", "C", "Br", "Br", "Br", "H", "C", "Cl", "Cl", "Cl", "H", "C", "Cl", "Cl", "Cl", "H", "C", "Cl", "Cl", "Cl", "H"],
  "xyz": [[3.7399, -2.0540, -0.9897], [2.5566, -2.6875, -1.5800], [2.3227, -2.4140, -2.8794], [2.9614, -1.6102, -3.5887], [1.3360, -3.1224, -3.3103], [1.0689, -3.2082, -4.7082], [4.4457, -2.9066, -0.8212], [3.4847, -1.5690, -0.0598], [4.1629, -1.3266, -1.7007], [0.2508, -3.8508, -4.8853], [1.8970, -3.6596, -5.2628], [0.8175, -2.2118, -5.1328], [-0.4102, -2.2548, -0.1913], [-1.4430, -1.6089, 0.5309], [-1.1944, -0.8518, 1.6597], [-2.0784, -0.1511, 2.1311], [0.0022, -1.1287, 2.1502], [0.4309, -0.1957, 3.1769], [-0.4508, -1.8523, -1.1924], [-0.6912, -3.3097, -0.2574], [0.5345, -2.2095, 0.2940], [1.4241, -0.3746, 3.4105], [-0.0722, -0.3772, 4.1444], [0.3151, 0.8290, 2.8323], [3.2629, 4.6240, 1.6959], [3.1924, 5.9810, 0.4408], [4.5360, 3.2323, 1.1305], [1.5280, 4.0055, 2.1741], [3.6817, 5.0090, 2.6063], [-2.7448, 1.9818, 4.3760], [-3.2628, 1.6219, 6.2242], [-1.2146, 3.1379, 4.3004], [-4.2299, 2.5105, 3.2186], [-2.4620, 0.9974, 3.9590], [1.8921, 1.0345, -4.2928], [2.1079, 2.1026, -5.6620], [0.2125, 0.3762, -4.1663], [2.2242, 1.8733, -2.7690], [2.4616, 0.1525, -4.3875], [-5.2736, -1.3794, 1.7505], [-4.9930, -2.9409, 0.9484], [-6.5774, -1.3665, 2.9178], [-5.6620, -0.2540, 0.4007], [-4.4127, -1.0322, 2.2958], [-1.9107, 2.4457, -0.0791], [-0.4198, 1.8054, -0.7181], [-3.3105, 2.0118, -1.1756], [-1.8479, 4.1714, 0.1798], [-2.1880, 2.0040, 0.8614]],
  "forces_ev_per_angstrom": [[0.49, -1.02, -1.03], [0.14, 0.73, -0.48], [2.43, 2.30, -0.97], [-1.00, -1.75, 1.69], [-1.40, -1.46, 0.16], [0.82, 1.46, -1.02], [-0.44, 0.95, 0.00], [-0.33, -0.04, 0.17], [-0.19, -0.37, 0.35], [-1.08, -0.67, 0.49], [0.23, 0.36, 0.32], [0.36, -0.62, 0.37], [-0.79, -0.99, -0.30], [-0.44, 1.76, 1.97], [-1.60, -1.60, -1.59], [1.47, -0.55, -0.42], [0.28, 1.18, 0.77], [-1.70, 0.04, 0.47], [0.45, 0.23, -0.24], [0.03, 0.06, 0.00], [0.76, 0.35, 0.10], [2.08, -0.55, -0.20], [-0.39, 0.19, -0.69], [-0.18, -0.03, 0.07], [0.72, -0.91, 0.66], [-0.07, 1.06, -0.99], [-0.56, 0.13, 0.18], [-0.31, -0.46, -0.05], [0.19, 0.13, 0.16], [-0.29, -1.24, -0.27], [-0.02, 0.27, -0.52], [-0.23, 0.05, -0.10], [0.50, 0.08, 0.50], [0.05, 0.80, 0.29], [-1.46, 0.61, 0.53], [-0.08, -0.10, -0.01], [0.20, 0.30, -0.30], [0.39, -0.12, -0.22], [1.00, -0.54, -0.03], [-0.46, 0.33, -1.12], [0.06, 0.01, 0.75], [-0.26, -0.34, 0.11], [0.23, 0.08, 0.64], [0.50, -0.03, -0.36], [-1.33, -0.20, -0.55], [0.06, -0.09, 0.14], [0.81, 0.30, 0.41], [0.12, 0.30, -0.08], [0.26, -0.37, 0.24]],
  "homo_lumo_gap_ha": 0.372,
  "fmax_ev_per_a": 3.482,
  "multiplicity": 1
}

2.
{
  "formula": "C25H22As2N3O12OsS2",
  "method": "ωB97M-V/def2-TZVPD",
  "symbols": ["Os", "O", "C", "O", "C", "C", "C", "C", "C", "N", "C", "O", "O", "H", "H", "H", "H", "S", "C", "C", "N", "C", "S", "C", "N", "C", "O", "C", "O", "C", "C", "As", "C", "C", "C", "As", "C", "C", "O", "O", "C", "C", "O", "O", "C", "C", "O", "O", "C", "H", "H", "H", "H", "H", "H", "H", "H", "H", "H", "H", "H", "H", "H", "H", "H", "H", "H"],
  "xyz": [[1.9116, -1.0292, -0.8166], [-0.8165, -0.4287, 3.2812], [0.0786, -0.4965, 2.3124], [0.1072, 0.2674, 1.3777], [1.0975, -1.5579, 2.4996], [1.1408, -2.3314, 3.6466], [2.1709, -3.2491, 3.7977], [3.1255, -3.3476, 2.8066], [2.9864, -2.5599, 1.6719], [1.9911, -1.6924, 1.5070], [3.9952, -2.6476, 0.5398], [5.0036, -3.2879, 0.6742], [3.6336, -1.9777, -0.5102], [-1.4446, 0.2867, 3.1115], [0.3904, -2.1929, 4.4109], [2.2265, -3.8686, 4.6823], [3.9693, -4.0206, 2.8642], [0.9671, -3.3612, -1.0138], [1.7305, -3.7847, -2.4634], [1.6351, -5.1702, -2.7998], [1.5283, -6.2914, -3.0297], [2.3620, -2.9069, -3.3442], [2.5003, -1.2282, -3.1433], [2.9228, -3.4233, -4.5508], [3.3982, -3.8236, -5.5179], [3.6699, 3.6595, -1.3084], [2.2464, 3.4372, -1.2292], [1.8454, 2.2204, -0.9757], [2.6327, 1.2782, -0.8765], [0.3788, 2.0226, -0.9050], [-0.4813, 2.8441, -0.3116], [-2.4320, 2.7122, -0.1853], [-2.4296, 2.8033, 1.7967], [-2.7045, 0.7658, -0.3774], [-1.8305, -0.1143, -0.8608], [-0.0456, 0.2438, -1.5563], [-0.4384, 0.6402, -3.4232], [-2.0450, -1.5757, -1.1236], [-1.6559, -2.0229, -2.1850], [-2.5232, -2.2768, -0.1225], [-2.8437, -3.6649, -0.3492], [-4.1448, 0.3818, -0.1402], [-4.6631, -0.6646, -0.4103], [-4.8137, 1.4236, 0.3741], [-6.2241, 1.2339, 0.5760], [-0.1241, 4.1460, 0.3436], [-0.8237, 5.1175, 0.1950], [0.9158, 4.0793, 1.1621], [1.2365, 5.2904, 1.8699], [3.8050, 4.7351, -1.2970], [4.0559, 3.2376, -2.2344], [4.1755, 3.1973, -0.4639], [-2.5546, 3.8459, 2.0815], [-1.4800, 2.4406, 2.1914], [-3.2645, 2.2340, 2.1978], [-1.1382, 1.4711, -3.4833], [-0.8696, -0.2472, -3.8791], [0.4878, 0.8958, -3.9371], [-3.9276, -3.7538, -0.3395], [-2.4133, -4.2376, 0.4673], [-2.4469, -4.0006, -1.3024], [-6.6159, 2.1996, 0.8765], [-6.3953, 0.4898, 1.3521], [-6.6941, 0.8970, -0.3453], [2.1771, 5.0970, 2.3744], [0.4565, 5.5184, 2.5946], [1.3281, 6.1225, 1.1752]],
  "forces_ev_per_angstrom": [[-0.85, -2.95, -2.84], [-0.19, -0.39, 0.52], [0.13, 0.59, -0.52], [-0.16, -0.01, 0.15], [0.09, -0.30, 0.04], [0.01, 0.14, -0.03], [0.05, -0.09, 0.04], [-0.07, 0.02, -0.02], [0.18, 0.09, -0.13], [-0.25, 0.46, -0.51], [-0.33, -0.07, 0.56], [0.04, -0.07, -0.11], [1.23, 0.44, -0.01], [0.03, 0.12, -0.16], [0.00, -0.01, -0.02], [0.01, 0.01, 0.01], [0.01, 0.01, -0.02], [1.37, 2.74, -0.60], [-0.40, -0.11, 0.87], [-0.09, -0.30, -0.20], [0.03, 0.10, 0.02], [0.30, 0.77, -0.08], [-0.82, -0.44, 2.58], [0.10, -0.14, -0.33], [-0.07, 0.05, 0.08], [0.26, -0.03, 0.00], [-0.10, -0.04, 0.06], [-0.15, 0.06, -0.01], [0.17, -1.09, 0.12], [-0.05, -0.05, 0.03], [0.15, 0.01, -0.05], [-0.19, 0.01, 0.07], [0.07, 0.06, -0.07], [0.17, 0.11, -0.15], [0.04, -0.11, 0.24], [-0.75, 0.85, 0.50], [0.20, -0.29, 0.02], [-0.01, -0.09, -0.44], [-0.18, -0.02, 0.15], [0.14, 0.04, 0.31], [-0.05, -0.08, -0.10], [-0.20, -0.07, 0.04], [0.08, -0.04, -0.12], [0.16, 0.03, 0.05], [-0.15, -0.10, -0.01], [-0.17, 0.23, 0.03], [0.16, -0.04, -0.01], [0.16, -0.27, 0.03], [-0.04, 0.16, 0.02], [-0.08, 0.00, -0.02], [-0.04, 0.00, 0.00], [-0.06, 0.01, 0.02], [-0.01, 0.01, -0.02], [-0.04, -0.05, -0.02], [0.00, -0.03, -0.09], [0.00, 0.01, 0.11], [-0.01, -0.03, 0.02], [0.01, 0.07, 0.03], [0.01, 0.04, 0.00], [0.01, 0.06, 0.03], [0.02, 0.02, 0.00], [0.04, 0.01, 0.00], [0.04, 0.02, 0.00], [0.03, 0.03, -0.01], [0.00, -0.02, -0.01], [-0.01, -0.02, -0.03], [0.02, -0.03, -0.01]],
  "charge": 1,
  "homo_lumo_gap_ha": [0.200, 0.198],
  "fmax_ev_per_a": 4.183,
  "multiplicity": 1
}

3.
{
  "formula": "C8H20AlBBrO2S",
  "method": "ωB97M-V/def2-TZVPD",
  "symbols": ["C", "C", "O", "B", "O", "Al", "C", "C", "C", "S", "C", "Br", "C", "C", "H", "H", "H", "H", "H", "H", "H", "H", "H", "H", "H", "H", "H", "H", "H", "H", "H", "H", "H", "H"],
  "xyz": [[3.6790, -0.8652, -0.4159], [2.7482, -2.0727, -0.7383], [1.3625, -1.7799, -0.6713], [0.8572, -1.6656, 0.6559], [1.4169, -2.5288, 1.6808], [-0.6456, -0.3195, 1.2910], [-0.4461, 1.5613, 0.5211], [1.0100, 1.9960, 0.1923], [0.9851, 3.4190, -0.4896], [0.6536, 4.7075, 0.7755], [-2.5451, -0.9858, 0.8115], [-3.7297, 0.6464, 0.9598], [-2.6693, -1.4764, -0.6593], [-4.1667, -1.6090, -1.1136], [4.6229, -1.2758, -0.0217], [3.8496, -0.3098, -1.3472], [3.2904, -0.1916, 0.3563], [2.9548, -2.3596, -1.7838], [3.0590, -2.9296, -0.1249], [1.9941, -1.9391, 2.1640], [-0.5144, -0.1864, 2.9018], [-0.8133, 2.2567, 1.2970], [-1.0933, 1.6727, -0.3708], [1.4284, 1.3035, -0.5489], [1.6143, 2.0955, 1.1064], [1.8803, 3.6152, -1.0993], [0.1222, 3.3941, -1.1711], [-0.0913, 5.6870, 0.1788], [-2.9596, -1.6941, 1.5424], [-2.1507, -0.7560, -1.3123], [-2.1768, -2.4487, -0.8159], [-4.2125, -2.3274, -1.9543], [-4.5416, -0.6641, -1.5202], [-4.7724, -1.9697, -0.2760]],
  "forces_ev_per_angstrom": [[-0.19, -0.62, -0.08], [0.81, -0.16, -0.74], [0.37, 0.13, 1.67], [-0.12, -0.94, -0.44], [0.19, 0.50, -1.63], [-0.73, 0.80, 0.13], [0.59, -0.15, 0.38], [-1.32, 1.19, -0.47], [-0.59, -0.55, -0.52], [0.20, 0.27, 0.15], [0.69, 0.01, -0.67], [0.07, -0.24, 0.26], [-1.14, 0.40, 0.42], [1.07, -0.41, -0.76], [-0.10, 0.27, -0.36], [0.11, 0.13, 0.44], [-0.15, -0.15, -0.24], [-0.09, 0.01, 0.30], [-0.47, 0.19, 0.07], [0.13, 0.09, 0.80], [0.03, -0.08, 0.20], [-0.17, -0.25, -0.36], [0.31, 0.08, 0.23], [0.33, 0.11, 0.34], [0.08, -0.50, -0.26], [-0.10, 0.22, 0.47], [0.30, 0.13, 0.13], [0.40, -0.79, -0.20], [-0.15, 0.17, -0.37], [-0.12, -0.20, 0.12], [0.04, 0.25, 0.43], [-0.15, 0.10, 0.37], [-0.09, -0.15, 0.45], [-0.06, 0.15, -0.26]],
  "charge": -1,
  "homo_lumo_gap_ha": 0.270,
  "fmax_ev_per_a": 1.839,
  "multiplicity": 1
}

4.
{
  "formula": "C26H40BrO4PSW",
  "method": "ωB97M-V/def2-TZVPD",
  "symbols": ["W", "C", "C", "C", "C", "C", "C", "C", "Br", "C", "O", "C", "C", "C", "C", "C", "C", "H", "H", "H", "H", "H", "H", "H", "H", "H", "H", "H", "H", "H", "H", "H", "H", "H", "H", "H", "H", "S", "C", "C", "C", "C", "C", "C", "H", "H", "H", "H", "H", "C", "C", "O", "P", "O", "C", "C", "O", "C", "C", "H", "H", "H", "H", "H", "H", "H", "H", "H", "H", "H", "H", "H", "H", "H"],
  "xyz": [[0.2519, 0.2049, 0.4680], [-5.8259, -1.7652, -4.0465], [-5.5503, -0.2922, -3.7453], [-5.1435, 0.4084, -5.0547], [-6.8355, 0.3476, -3.1940], [-4.4343, -0.1128, -2.7252], [-3.7455, -1.1956, -2.1840], [-2.7570, -0.9542, -1.2623], [-1.5569, -2.3031, -0.5988], [-2.4440, 0.3374, -0.8380], [-1.4227, 0.4223, 0.0583], [-3.0536, 1.4551, -1.4290], [-4.0470, 1.1802, -2.3538], [-2.5824, 2.8861, -1.1211], [-2.7702, 3.2318, 0.3682], [-3.3812, 3.9029, -1.9403], [-1.0986, 3.0518, -1.5290], [-6.6355, -1.8366, -4.7717], [-6.1361, -2.3091, -3.1522], [-4.9538, -2.2585, -4.4807], [-5.9022, 0.2219, -5.8148], [-4.1895, 0.0240, -5.4205], [-5.0579, 1.4884, -4.9328], [-7.6309, 0.2573, -3.9342], [-6.7044, 1.4074, -2.9739], [-7.1585, -0.1536, -2.2802], [-3.9593, -2.2103, -2.4862], [-4.5474, 2.0131, -2.8245], [-3.8010, 3.0559, 0.6761], [-2.5453, 4.2869, 0.5277], [-2.1147, 2.6533, 1.0170], [-4.4466, 3.8373, -1.7180], [-3.2327, 3.7664, -3.0125], [-3.0523, 4.9088, -1.6806], [-0.4053, 2.6409, -0.7771], [-0.8563, 4.1117, -1.6091], [-0.8934, 2.5798, -2.4912], [0.4780, -1.1264, 2.3447], [-0.2211, -0.1955, 3.7018], [-1.4287, 0.4840, 3.5397], [-1.9647, 1.1851, 4.6071], [-1.3125, 1.1931, 5.8325], [-0.1213, 0.4997, 5.9890], [0.4315, -0.1991, 4.9260], [-1.9725, 0.4115, 2.6085], [-2.8998, 1.7149, 4.4827], [-1.7388, 1.7361, 6.6647], [0.3903, 0.4983, 6.9417], [1.3569, -0.7472, 5.0505], [3.7199, 0.5574, -4.5947], [3.6221, 1.0581, -3.1740], [3.2521, -0.0389, -2.2708], [1.8433, -0.1427, -1.5733], [2.1993, 0.6001, 0.0310], [3.5871, 0.6485, 0.5689], [3.6688, 0.2720, 2.0267], [1.8557, -1.6310, -1.0182], [2.4379, -2.8319, -1.6544], [3.8637, -3.0576, -1.2108], [4.0185, 1.3823, -5.2404], [2.7611, 0.1714, -4.9427], [4.4674, -0.2307, -4.6758], [2.8919, 1.8665, -3.0864], [4.5834, 1.4216, -2.8162], [3.9245, 1.6695, 0.4038], [4.1855, -0.0284, -0.0366], [3.0470, 0.9237, 2.6417], [4.7052, 0.3834, 2.3467], [3.3812, -0.7641, 2.1808], [2.3606, -2.7256, -2.7355], [1.7903, -3.6406, -1.3268], [4.5264, -2.2851, -1.5956], [4.1960, -4.0201, -1.5998], [3.9272, -3.0901, -0.1229]],
  "forces_ev_per_angstrom": [[2.10, -0.84, 2.65], [0.04, 0.05, 0.03], [-0.08, 0.06, -0.09], [-0.02, -0.06, 0.08], [0.05, -0.06, -0.02], [0.03, 0.05, -0.01], [-0.03, -0.15, -0.04], [0.77, 0.16, 0.60], [-0.57, -0.21, -0.39], [-1.16, -0.15, -1.18], [-1.44, 0.91, -0.38], [0.48, 0.05, 0.48], [-0.12, -0.14, -0.01], [0.04, 0.03, 0.03], [-0.03, -0.05, -0.21], [-0.04, -0.01, 0.03], [-0.12, -0.11, 0.13], [-0.01, -0.01, 0.00], [0.00, -0.02, -0.01], [-0.02, -0.02, 0.00], [0.01, 0.02, -0.01], [-0.01, 0.00, -0.03], [0.02, 0.01, 0.01], [-0.02, 0.00, 0.02], [0.00, 0.01, -0.01], [-0.02, 0.01, 0.00], [0.00, 0.02, 0.00], [0.00, -0.06, 0.01], [-0.01, 0.02, 0.01], [0.02, -0.01, 0.02], [0.04, -0.09, 0.09], [-0.01, 0.05, -0.02], [-0.02, 0.02, 0.00], [0.00, -0.01, -0.02], [-0.02, -0.03, -0.01], [0.04, -0.01, 0.03], [0.00, 0.02, -0.02], [-0.28, 0.55, -0.77], [-0.25, 0.27, -0.07], [0.08, -0.16, -0.01], [-0.01, 0.02, 0.01], [0.00, 0.05, -0.05], [0.05, -0.03, 0.02], [0.20, -0.06, -0.07], [-0.06, 0.06, -0.06], [-0.01, -0.03, 0.02], [0.02, -0.01, 0.01], [-0.03, -0.01, 0.02], [0.00, 0.02, 0.03], [-0.05, -0.14, 0.19], [0.12, 0.36, -0.47], [-0.50, 0.06, -0.03], [1.10, -0.54, -0.26], [-0.30, -0.16, -0.41], [0.61, 0.05, 0.56], [-0.29, 0.04, -0.20], [0.05, 0.38, -0.24], [0.24, -0.35, 0.03], [-0.18, 0.15, 0.04], [-0.01, 0.00, -0.01], [0.00, 0.04, -0.03], [0.01, 0.01, -0.01], [-0.02, -0.07, 0.08], [-0.04, -0.06, 0.11], [-0.14, 0.02, -0.12], [-0.15, -0.01, -0.13], [0.03, -0.03, 0.06], [0.01, 0.07, -0.05], [-0.02, -0.05, 0.06], [-0.08, 0.07, 0.03], [-0.07, 0.05, -0.04], [0.04, 0.00, 0.01], [0.02, 0.00, 0.01], [0.03, -0.03, -0.01]],
  "charge": 2,
  "homo_lumo_gap_ha": [0.222, 0.222],
  "fmax_ev_per_a": 3.487,
  "multiplicity": 3,
  "s_squared": 2.02
}

5.
{
  "formula": "C6H7Br6Cl3O3",
  "method": "ωB97M-V/def2-TZVPD",
  "symbols": ["C", "Br", "Br", "Br", "H", "C", "Br", "Br", "Br", "H", "C", "Cl", "Cl", "Cl", "H", "C", "C", "O", "C", "O", "O", "H", "H", "H", "H"],
  "xyz": [[0.0844, 6.6839, -0.5594], [-0.3711, 6.2452, 1.2662], [0.8106, 8.5101, -0.8649], [-1.4192, 6.4140, -1.7516], [0.8569, 5.9475, -0.7812], [-1.8466, -1.7339, -4.1655], [-2.2177, 0.1912, -4.0814], [-1.3523, -2.6152, -2.4524], [-0.3845, -2.2151, -5.4596], [-2.6963, -2.2867, -4.5663], [2.3237, 1.3094, -2.8214], [1.6569, 1.3946, -1.2043], [4.1394, 0.9907, -2.7125], [1.9941, 2.8265, -3.6305], [1.8929, 0.4808, -3.3834], [0.3634, -2.5790, 3.4011], [-1.1267, -2.6870, 3.6319], [-1.2414, -3.7819, 4.5453], [-0.2925, -4.6332, 4.1616], [-0.2138, -5.8268, 4.4716], [0.6514, -3.9236, 3.4707], [0.7952, -2.0407, 4.2449], [0.6446, -2.0347, 2.4996], [-1.5879, -2.8852, 2.6644], [-1.4633, -1.7508, 4.0771]],
  "forces_ev_per_angstrom": [[0.18, 0.22, -0.21], [-0.01, 0.44, -0.14], [-0.32, -1.10, 0.46], [0.30, -0.06, 0.24], [-0.14, 0.47, -0.36], [0.99, -0.65, -0.21], [0.32, -1.27, 0.07], [-0.48, 0.84, -0.78], [-0.81, 0.63, 0.64], [0.02, 0.47, 0.31], [1.15, -0.10, 0.17], [-0.12, -0.32, 0.17], [-1.28, 0.22, -0.20], [0.12, -0.02, -0.34], [0.07, 0.21, 0.19], [-1.31, 1.12, 1.18], [0.04, 1.91, -0.16], [-0.80, 0.34, -0.63], [1.33, -3.03, 1.30], [-0.20, 3.83, -1.25], [1.66, -2.74, -0.65], [0.40, -0.09, 0.14], [0.05, -0.71, -0.27], [-0.54, -0.23, 0.26], [-0.62, -0.39, 0.06]],
  "homo_lumo_gap_ha": 0.356,
  "fmax_ev_per_a": 4.032,
  "multiplicity": 1
}